1.
Density functional theory data (ωB97M-V/def2-TZVPD) for 2 unconnected molecules or ions with the total composition C6H12.

```
! wB97M-V def2-TZVPD RIJCOSX def2/J DEFGRID3
* xyz -1 2
C 2.047 -1.231 2.129
C 2.333 0.844 3.143
C -2.194 0.790 -1.594
C -1.676 -0.321 -2.457
C 1.532 0.062 2.493
C -1.855 -0.316 -3.845
H 1.201 -1.916 2.144
H 2.888 -1.511 2.750
H -1.381 1.084 -0.954
H -3.045 0.436 -0.982
H -2.545 1.706 -2.126
H 2.024 1.837 3.566
H -1.841 0.731 -4.129
H 0.739 0.638 2.053
H 3.377 0.783 2.951
H 2.361 -1.107 1.128
H -2.384 -1.170 -4.313
H -1.583 -1.336 -1.956
*
```

Output
E: -235.62041 a.u.
E_HOMO (spin up / spin down): 1.1 / -3.5 eV
frontier orbital gap (spin up / spin down): 2.500 / 6.965 eV
<S²>: 0.753

---

2.
Density functional theory data (ωB97M-V/def2-TZVPD) for a single C3H7NO2S2 molecule.

```
! wB97M-V def2-TZVPD RIJCOSX def2/J DEFGRID3
* xyz 0 1
S -0.278 1.585 -1.944
S 0.868 1.451 -0.142
O -0.106 3.240 -1.825
O 2.183 2.079 -0.421
N -1.370 -0.717 0.536
C -0.267 -1.182 -0.265
C -1.429 0.084 1.505
C 1.161 -0.413 -0.251
H -2.427 0.009 1.993
H -0.772 0.758 2.075
H -0.068 -2.212 0.197
H 1.901 -0.536 -1.130
H -0.567 -1.334 -1.322
H 0.764 3.564 -1.978
H 1.672 -0.498 0.677
*
```

Output
E: -1120.00412 a.u.
E_HOMO: -9.2 eV
frontier orbital gap: 9.310 eV

---

3.
Density functional theory data (ωB97M-V/def2-TZVPD) for a molecular structure, C107H122KNO2.

```
! wB97M-V def2-TZVPD RIJCOSX def2/J DEFGRID3
* xyz 0 1
K 1.237 3.924 -3.744
O 3.224 2.563 -3.659
O -0.327 3.695 -1.865
N 0.725 0.958 -0.767
C 0.999 -0.107 3.481
C -4.206 -3.937 4.566
C 3.735 5.062 -1.694
C -0.304 1.313 0.191
C -2.762 2.256 5.938
C 6.964 -2.898 -2.168
C -5.752 3.005 -0.308
C -5.454 -4.657 -3.185
C -5.897 -3.800 -4.207
C 2.202 1.718 8.839
C -5.457 -2.790 -1.687
C -4.033 -7.881 -1.203
C -3.023 -7.080 -0.704
C 5.437 -3.022 -0.288
C 0.046 3.334 3.484
C -2.279 1.842 -5.588
C 2.650 -0.148 -4.882
C -7.253 0.749 -1.022
C 1.009 4.388 1.539
C 2.371 -0.170 3.302
C 2.187 -2.327 2.267
C 4.561 2.327 -3.760
C -7.662 2.108 -1.375
C -1.466 1.965 6.391
C -1.781 -2.721 -1.576
C -1.110 0.603 6.565
C -2.083 -2.809 -2.925
C -8.055 0.533 2.515
C 4.730 6.351 0.096
C 9.508 0.312 -2.779
C 2.993 -1.303 2.739
C 1.726 2.083 -0.932
C 0.291 -3.093 -3.333
C -2.152 -6.558 -2.873
C 2.415 0.669 7.942
C 6.747 2.110 -0.364
C 3.607 -1.013 -5.459
C 3.026 0.270 -0.399
C 8.978 -0.075 -5.100
C -4.161 -7.948 -2.585
C -7.870 0.233 3.886
C -2.489 2.543 -4.407
C 2.616 3.058 8.559
C -5.202 -4.136 -1.943
C 1.299 3.223 4.055
C 10.798 -0.147 -2.999
C 4.388 -2.655 -1.107
C -3.194 -0.141 5.670
C 4.800 5.362 -0.849
C -3.212 -7.347 -3.413
C 2.896 1.723 -0.015
C 6.680 0.147 1.035
C 2.290 4.240 2.141
C -1.883 -0.435 6.078
C -5.952 -1.961 -2.699
C -3.266 2.074 -3.362
C 2.411 3.737 3.393
C -4.110 -3.644 3.204
C -6.554 -3.342 4.495
C -9.020 -0.025 1.722
C 2.545 5.729 -1.415
C 4.619 -2.469 -2.463
C -2.107 -6.410 -1.493
C 0.832 -2.334 2.589
C -0.135 3.962 2.262
C 3.399 3.226 7.447
C -9.774 -1.292 3.726
C 3.598 7.110 0.240
C 0.202 -1.258 3.173
C -1.352 0.193 0.417
C 1.364 -0.188 -5.399
C 6.725 -3.117 -0.797
C 8.611 0.337 -3.836
C -3.676 0.028 -4.713
C -5.262 -3.260 2.517
C -6.902 3.164 -1.023
C 6.636 0.712 -0.219
C 0.035 0.737 -2.047
C -2.218 0.642 1.576
C -3.233 -0.406 1.925
C 6.892 2.919 0.751
C 5.924 -2.498 -3.010
C 6.934 2.331 2.026
C -8.799 -0.605 4.477
C -6.212 -2.483 -3.929
C -5.427 -3.741 5.213
C 10.316 -0.572 -5.311
C -0.516 -2.995 -1.067
C -3.819 0.781 -3.545
C 1.927 -2.114 -6.735
C 3.193 -2.086 -6.275
C 3.640 2.242 6.515
C 11.175 -0.621 -4.246
C -9.866 -0.992 2.355
C -2.855 0.546 -5.718
C -5.298 1.739 -0.007
C -6.078 0.595 -0.307
C -6.462 -3.048 3.142
C 0.531 -3.200 -1.939
C -1.021 -2.866 -3.793
C 1.639 -0.195 -0.325
C 1.017 -1.193 -6.260
C 3.046 1.009 6.742
C 6.834 0.943 2.159
C -1.047 4.761 -1.631
C -3.603 1.182 5.539
C 2.499 6.784 -0.511
H 3.359 -2.449 -0.772
H -7.314 -2.608 2.630
H 12.136 -1.088 -4.378
H -10.638 -1.423 1.737
H -6.674 -1.929 -4.726
H -7.447 -3.124 5.055
H -1.449 -6.039 -3.509
H 11.525 -0.329 -2.221
H -7.090 0.765 4.436
H 1.294 -0.453 0.663
H 3.784 4.313 -2.503
H -1.241 -2.754 -4.881
H 5.137 3.178 -3.341
H 6.707 2.512 -1.383
H -0.714 -0.032 -1.962
H -7.369 1.268 2.073
H -5.915 -4.182 -5.234
H 4.944 1.436 -3.204
H -3.975 -0.436 1.125
H 7.051 3.979 0.588
H -4.556 1.489 5.188
H -1.148 4.174 1.959
H 3.112 4.503 1.529
H -3.522 2.674 -2.484
H -0.591 5.742 -1.184
H 0.732 0.493 -2.855
H 1.692 1.518 9.767
H -1.348 -5.759 -0.990
H -0.106 0.364 6.999
H -2.635 1.575 1.189
H 10.563 -0.988 -6.300
H -7.156 4.168 -1.318
H 8.294 -0.071 -5.940
H 2.641 -3.244 1.856
H -3.791 -0.327 2.860
H -5.581 -3.874 6.287
H -1.657 2.239 -6.376
H -2.047 3.542 -4.281
H -0.900 2.728 6.924
H -1.562 -1.457 6.122
H -0.861 -1.250 3.400
H -3.084 -2.688 -3.333
H 3.392 3.621 3.864
H 2.900 0.730 3.555
H -5.237 -5.669 -3.449
H 1.164 3.013 -0.760
H 2.608 1.849 1.057
H 0.572 0.731 4.017
H 3.873 -2.743 -6.769
H -3.305 -7.515 -4.472
H 4.562 -0.956 -4.969
H -3.321 -4.171 5.186
H -2.602 -0.097 -6.584
H -6.153 -0.918 -2.445
H -4.774 -8.348 -0.583
H 7.594 0.720 -3.737
H 1.547 -3.396 -1.565
H -5.320 3.910 0.158
H -2.735 -1.363 1.966
H -0.814 2.184 -0.265
H 6.640 0.195 -1.165
H -0.244 -2.839 -0.073
H -5.817 -0.422 0.028
H -5.245 -2.467 -0.672
H 1.605 5.528 -1.890
H 3.838 -2.352 -3.164
H 3.701 -0.313 0.240
H 6.819 0.463 3.127
H 2.204 -0.350 8.177
H 7.971 -2.970 -2.613
H 1.152 -3.147 -3.964
H 0.572 0.442 -5.013
H -1.983 0.185 -0.475
H -8.568 2.313 -1.923
H -3.164 -3.720 2.664
H 1.549 -2.911 -7.342
H -4.883 -4.746 -1.093
H 5.752 4.845 -0.982
H 3.571 7.957 0.923
H 2.971 0.616 -4.151
H 7.020 3.009 2.872
H 4.882 2.212 -4.790
H -3.821 -0.973 5.484
H -1.649 0.922 2.489
H 9.228 0.656 -1.797
H 7.632 -3.253 -0.190
H 3.737 4.227 7.220
H 4.050 -1.335 2.462
H 3.787 2.361 -0.227
H 1.374 2.792 5.064
H -0.978 -0.806 0.541
H -2.965 -7.003 0.393
H -5.212 -3.083 1.452
H 0.846 5.001 0.651
H 5.268 -3.051 0.795
H -4.242 -0.903 -4.873
H -1.602 5.198 -2.507
H -4.932 -8.595 -2.975
H -4.440 1.554 0.623
H -0.492 1.665 -2.218
H -3.114 3.268 5.938
H -9.149 0.286 0.669
H -8.683 -0.780 5.545
H 6.631 -0.927 1.105
H -2.635 -2.604 -0.894
H 4.123 2.468 5.617
H 3.333 0.247 -1.467
H 5.552 6.485 0.782
H -0.049 -1.328 -6.477
H 0.084 1.388 1.162
H 5.993 -2.325 -4.023
H 0.235 -3.221 2.375
H -7.949 -0.096 -1.115
H 2.121 2.119 -1.979
H -4.456 0.414 -2.710
H 1.548 7.296 -0.293
H -10.424 -2.024 4.229
H 1.427 -1.032 -0.969
H -1.836 4.552 -0.910
H 2.376 3.916 9.171
H -0.865 3.041 4.020
H 3.201 0.177 6.055
*
```

Output
E: -4955.41027 a.u.
E_HOMO: -7.3 eV
frontier orbital gap: 7.573 eV

---

4.
Density functional theory data (ωB97M-V/def2-TZVPD) for a single C23H28N2O3 molecule.

```
! wB97M-V def2-TZVPD RIJCOSX def2/J DEFGRID3
* xyz 0 1
O 2.447 0.995 0.187
O -2.128 2.732 -0.280
O -4.894 -1.001 -0.227
N 0.133 -1.017 1.391
N -3.989 0.717 -1.375
C 0.510 -2.399 1.604
C -1.871 -1.329 -1.819
C -0.694 -3.290 1.307
C 6.168 0.202 -1.287
C 5.636 -0.542 -0.256
C -1.448 -1.603 -0.369
C 5.458 1.254 -1.869
C -0.210 -0.783 0.002
C -4.362 1.751 -0.429
C 2.362 0.043 1.163
C 3.658 0.847 -0.401
C 3.485 -0.719 1.210
C -2.889 2.072 1.703
C -4.166 -0.601 -1.109
C 4.361 -0.218 0.199
C -1.156 -3.083 -0.131
C -1.589 2.611 1.871
C 1.074 -0.045 1.921
C -3.177 2.175 0.378
C -1.166 2.995 0.634
C 0.112 3.594 0.164
C -3.377 -1.518 -2.031
C 4.192 1.595 -1.437
H -0.069 4.209 -0.715
H -3.663 -2.545 -1.806
H 0.547 4.206 0.949
H -1.326 -1.995 -2.492
H -4.779 2.601 -0.980
H -2.252 -1.297 0.307
H 0.620 -1.048 -0.680
H -1.590 -0.306 -2.085
H -0.428 -4.335 1.476
H -2.048 -3.679 -0.325
H 7.156 -0.029 -1.657
H 0.830 2.816 -0.101
H -3.523 1.666 2.464
H -0.370 -3.413 -0.817
H 3.637 2.406 -1.881
H 0.812 -2.518 2.647
H -1.049 2.704 2.791
H 0.584 0.933 1.893
H 6.189 -1.354 0.192
H -0.423 0.282 -0.119
H -3.638 -1.303 -3.069
H 1.278 -0.310 2.961
H -5.121 1.329 0.232
H 3.678 -1.529 1.884
H 5.911 1.812 -2.674
H -3.300 0.983 -2.061
H 1.358 -2.699 0.962
H -1.503 -3.023 1.987
*
```

Output
E: -1228.47736 a.u.
E_HOMO: -8.3 eV
frontier orbital gap: 9.047 eV
SMILES string: Cc1ccc(CNC(=O)CC[C@H]2CCCN(Cc3cc4ccccc4o3)C2)o1